No. 1
ORCA calculation (wB97M-V/def2-TZVPD) on a cluster of 3 separate species, C35H61FO8 in total at a distorted geometry.

## Properties
SMILES string	CCCCCCCCCCCCCCCCCCC(=O)O[C@H](CCCF)c1ccccc1.COC(=O)OC.COC(=O)OC
HOMO energy	-8.687	eV
charge	0
strongest force on any atom	8.922	eV Å⁻¹
frontier orbital gap	8.599	eV

Element x y z (Å)
1 C -4.133 6.613 3.807
2 C -4.465 5.274 2.869
3 C -4.281 5.766 1.309
4 C -3.736 4.466 0.412
5 C -3.048 5.107 -0.941
6 C -1.498 5.611 -0.746
7 C -0.485 4.497 -0.093
8 C -0.456 3.050 -0.862
9 C 0.508 2.986 -2.188
10 C 1.762 1.909 -2.062
11 C 3.207 2.533 -2.599
12 C 3.937 1.620 -3.749
13 C 5.049 0.552 -3.181
14 C 5.736 -0.380 -4.382
15 C 5.743 -1.985 -4.045
16 C 7.210 -2.554 -3.540
17 C 7.283 -4.195 -3.429
18 C 6.079 -4.844 -2.476
19 C 6.103 -4.141 -0.995
20 O 5.670 -2.884 -0.720
21 O 6.669 -4.915 0.125
22 C 5.650 -5.159 1.165
23 C 6.198 -6.277 2.233
24 C 7.333 -5.485 3.172
25 C 8.822 -5.454 2.467
26 F 9.316 -4.032 2.372
27 C 4.253 -5.552 0.402
28 C 3.022 -4.425 0.504
29 C 1.558 -4.582 -0.218
30 C 1.264 -5.934 -1.097
31 C 2.462 -7.053 -1.198
32 C 3.959 -6.905 -0.475
33 H -3.062 6.404 4.267
34 H -4.063 7.556 3.115
35 H -4.940 6.697 4.650
36 H -3.647 4.432 3.064
37 H -5.549 4.882 3.080
38 H -3.450 6.600 1.179
39 H -5.272 6.198 0.825
40 H -4.682 3.852 0.078
41 H -2.970 3.805 1.013
42 H -3.206 4.350 -1.825
43 H -3.692 6.078 -1.201
44 H -1.511 6.539 0.000
45 H -1.069 6.018 -1.757
46 H -0.690 4.316 1.066
47 H 0.612 4.957 -0.158
48 H -1.583 2.737 -1.092
49 H -0.048 2.250 -0.082
50 H 0.874 4.077 -2.418
51 H -0.171 2.604 -3.080
52 H 1.939 1.653 -0.917
53 H 1.476 0.896 -2.580
54 H 2.913 3.561 -3.130
55 H 3.936 2.831 -1.726
56 H 3.171 1.075 -4.474
57 H 4.528 2.384 -4.451
58 H 4.660 -0.162 -2.336
59 H 5.952 1.210 -2.763
60 H 5.111 -0.242 -5.371
61 H 6.837 -0.043 -4.610
62 H 4.854 -2.275 -3.322
63 H 5.523 -2.549 -5.073
64 H 8.089 -2.190 -4.241
65 H 7.433 -2.075 -2.479
66 H 8.303 -4.479 -2.906
67 H 7.260 -4.652 -4.520
68 H 6.299 -6.017 -2.446
69 H 5.038 -4.729 -3.032
70 H 5.485 -4.162 1.770
71 H 6.748 -7.123 1.632
72 H 5.377 -6.765 2.909
73 H 7.452 -5.953 4.238
74 H 7.023 -4.344 3.332
75 H 9.616 -6.016 3.126
76 H 8.793 -5.843 1.339
77 H 3.216 -3.429 1.132
78 H 0.746 -3.716 -0.124
79 H 0.227 -6.038 -1.638
80 H 2.274 -8.040 -1.837
81 H 4.816 -7.726 -0.600
82 C -9.659 0.962 -1.055
83 O -8.634 1.412 -0.171
84 C -7.486 0.692 -0.235
85 O -7.281 -0.268 -0.961
86 O -6.606 1.224 0.650
87 C -5.343 0.562 0.693
88 H -10.530 1.609 -0.920
89 H -9.331 1.039 -2.097
90 H -9.952 -0.065 -0.815
91 H -4.843 0.623 -0.279
92 H -5.464 -0.481 1.003
93 H -4.719 1.071 1.433
94 C -11.153 1.717 6.240
95 O -9.908 2.195 5.736
96 C -9.489 1.577 4.603
97 O -10.077 0.683 4.015
98 O -8.303 2.126 4.238
99 C -7.738 1.568 3.053
100 H -11.391 2.281 7.146
101 H -11.954 1.883 5.511
102 H -11.081 0.657 6.503
103 H -8.402 1.728 2.197
104 H -7.530 0.502 3.189
105 H -6.793 2.081 2.855

Atoms 1-2, force components in eV/Å:
C 0.41 -1.33 -0.06
C 0.59 1.40 -0.48

---

No. 2
ORCA calculation (wB97M-V/def2-TZVPD) on a structure of composition C35H62F2O20S3V at a distorted geometry.

## Properties
⟨S²⟩	2.011
HOMO energy (spin up / spin down)	-10.034 / -10.462	eV
charge	+1
strongest force on any atom	3.843	eV Å⁻¹
spin multiplicity	3
frontier orbital gap (spin up / spin down)	8.374 / 8.800	eV

Element x y z (Å)
1 V 16.180 14.377 15.609
2 O 14.802 15.450 14.957
3 C 13.627 14.652 14.594
4 C 14.364 13.636 13.811
5 O 15.517 13.057 14.444
6 H 12.892 15.224 14.022
7 H 13.201 14.288 15.504
8 H 14.769 14.140 13.036
9 H 13.932 12.805 13.305
10 F 15.526 10.588 11.873
11 C 15.279 10.648 10.493
12 C 14.369 11.625 9.975
13 C 14.189 11.650 8.607
14 C 14.823 10.703 7.731
15 C 15.614 9.711 8.321
16 C 15.890 9.705 9.743
17 H 13.810 12.241 10.675
18 H 13.606 12.472 8.221
19 H 14.796 10.566 6.670
20 H 16.014 8.980 7.663
21 H 16.416 8.954 10.320
22 F 13.726 10.865 17.186
23 C 12.736 10.552 16.291
24 C 13.100 10.308 14.985
25 C 12.135 10.075 14.011
26 C 10.847 9.973 14.485
27 C 10.505 10.089 15.787
28 C 11.466 10.404 16.759
29 H 14.164 10.425 14.724
30 H 12.358 9.838 13.000
31 H 10.041 9.970 13.721
32 H 9.469 10.027 16.101
33 H 11.248 10.640 17.783
34 C 18.039 15.664 18.665
35 S 16.460 14.849 19.053
36 O 15.924 14.467 17.720
37 C 17.117 13.188 19.482
38 H 17.791 16.653 18.273
39 H 18.675 15.068 17.981
40 H 18.666 15.628 19.559
41 H 17.836 12.863 18.750
42 H 16.328 12.493 19.433
43 H 17.666 13.088 20.447
44 C 18.615 11.381 14.374
45 S 18.223 11.905 16.101
46 O 17.944 13.408 15.803
47 C 16.788 10.960 16.398
48 H 18.866 10.341 14.489
49 H 19.452 12.075 14.198
50 H 17.774 11.532 13.757
51 H 17.094 9.969 15.972
52 H 16.016 11.338 15.751
53 H 16.387 10.876 17.407
54 C 17.904 15.136 12.329
55 S 17.538 16.452 13.600
56 O 17.582 15.763 15.006
57 C 19.052 17.419 13.599
58 H 18.822 14.619 12.457
59 H 17.864 15.760 11.392
60 H 17.037 14.496 12.497
61 H 19.975 16.859 13.506
62 H 19.182 18.056 14.480
63 H 19.030 18.182 12.803
64 C 15.247 6.163 16.010
65 O 15.776 7.323 15.329
66 C 17.014 7.132 14.866
67 O 17.763 8.075 14.614
68 O 17.395 5.877 14.832
69 C 18.652 5.568 14.140
70 H 15.874 5.790 16.789
71 H 15.151 5.355 15.360
72 H 14.237 6.408 16.432
73 H 18.554 4.678 13.633
74 H 19.340 5.403 14.916
75 H 18.933 6.397 13.524
76 C 11.200 9.936 9.713
77 O 10.972 10.796 10.853
78 C 10.873 12.094 10.601
79 O 10.908 12.592 9.512
80 O 11.085 12.751 11.676
81 C 11.462 14.167 11.467
82 H 11.573 9.054 10.241
83 H 12.000 10.363 9.141
84 H 10.307 9.629 9.129
85 H 10.814 14.517 10.725
86 H 12.464 14.244 11.133
87 H 11.257 14.545 12.437
88 C 12.385 9.405 21.915
89 O 11.094 10.093 22.171
90 C 10.450 10.542 21.087
91 O 10.861 10.451 19.966
92 O 9.312 11.128 21.529
93 C 8.630 12.005 20.666
94 H 13.012 9.762 22.759
95 H 12.760 9.744 20.961
96 H 12.266 8.348 21.974
97 H 9.347 12.401 19.898
98 H 8.433 12.834 21.273
99 H 7.688 11.631 20.214
100 C 13.042 13.209 20.988
101 O 13.958 14.303 20.642
102 C 13.604 15.527 21.112
103 O 12.488 15.805 21.463
104 O 14.596 16.422 21.066
105 C 14.212 17.744 21.581
106 H 13.005 13.081 22.098
107 H 13.372 12.345 20.414
108 H 12.045 13.451 20.644
109 H 15.084 18.444 21.452
110 H 13.997 17.592 22.634
111 H 13.265 18.020 21.128
112 C 11.978 17.550 18.698
113 O 11.735 16.159 18.364
114 C 10.722 15.498 18.907
115 O 10.536 14.329 18.705
116 O 9.940 16.268 19.684
117 C 8.912 15.544 20.408
118 H 11.151 17.955 19.304
119 H 12.158 18.119 17.810
120 H 12.983 17.625 19.127
121 H 8.577 14.725 19.832
122 H 8.044 16.231 20.527
123 H 9.153 15.302 21.450

Atoms 1-2, force components in eV/Å:
V -0.87 0.92 -0.01
O -0.46 0.23 0.45

---

> Among the records above, which one has the highest strongest force on any atom?

C35H61FO8

---

> Look up the charge of the second one.

+1

---

> What is the formula in the first record?

C35H61FO8

---

> The highest strongest force on any atom belongs to which entry?

C35H61FO8